DFT (the ωB97M-V functional and the def2-TZVPD basis) results for C36H40N2O8TeZr as an isolated structure.

```
88
Properties=species:S:1:pos:R:3:forces:R:3
Zr -0.12236 -0.23998 0.06421 -0.440 -1.117 0.680
O 0.79208 3.37424 0.27718 -0.068 0.058 0.120
C -0.07775 2.57224 0.08379 -0.240 0.149 -0.094
O -0.48440 1.63392 0.94018 0.263 -0.219 -0.397
C -0.82657 2.55349 -1.27077 0.171 0.207 -0.031
C -2.05385 1.63435 -1.33837 0.040 0.166 -0.075
C -2.90687 1.95963 -2.55897 -0.073 -0.039 0.056
C -2.05765 1.38756 -3.71572 0.047 -0.001 -0.014
C -0.83858 0.85921 -2.97533 -0.017 -0.117 -0.086
O -1.42989 0.34549 -1.73175 0.092 0.350 0.145
C 0.04795 2.00571 -2.45402 0.118 0.055 -0.051
C 1.38640 1.35393 -2.10950 -0.094 0.195 -0.031
O 2.30391 1.32211 -2.88646 0.036 0.081 0.077
O 1.36871 0.70229 -0.95863 -0.280 -0.435 0.044
H -1.08999 3.59404 -1.45762 -0.053 -0.037 -0.086
H -2.58981 1.49734 -0.40517 0.011 -0.051 -0.019
H -3.07532 3.03169 -2.64133 -0.008 -0.001 0.005
H -3.87354 1.46486 -2.49334 0.004 0.000 -0.004
H -1.77107 2.13431 -4.45340 -0.005 0.000 -0.004
H -2.57448 0.57940 -4.22862 -0.002 -0.008 0.009
H -0.30206 0.05278 -3.47082 0.001 0.007 0.026
H 0.23190 2.74914 -3.22545 -0.033 -0.013 0.000
O -3.35015 -2.33230 1.80532 -0.048 0.007 0.008
C -2.58260 -1.38235 1.73912 0.058 -0.048 -0.078
O -2.09819 -0.86615 0.67741 0.317 0.287 -0.100
C -2.16253 -0.71332 3.06448 -0.022 -0.026 0.021
N -2.87903 -1.51110 4.12768 -0.024 -0.022 -0.021
C -3.88906 -0.61659 4.79814 0.032 -0.032 0.024
C -4.10516 0.49192 3.77964 -0.005 0.030 0.031
C -2.69924 0.70844 3.22165 0.032 0.000 0.010
H -1.08440 -0.80589 3.18092 -0.010 -0.003 0.005
H -2.24753 -1.96262 4.78261 -0.002 0.028 0.013
H -3.35069 -2.24143 3.53711 0.015 -0.003 0.004
H -3.43829 -0.23301 5.71185 -0.004 -0.005 -0.002
H -4.76902 -1.20347 5.04725 -0.016 0.025 -0.004
H -4.51724 1.38328 4.24689 -0.015 -0.004 -0.007
H -4.79449 0.16333 3.00014 0.011 -0.005 -0.010
H -2.08693 1.26097 3.93582 0.013 0.008 -0.017
H -2.66022 1.24435 2.27685 -0.024 -0.004 0.004
C 5.14046 -5.94247 -6.64693 0.009 -0.018 -0.014
C 4.57077 -5.08775 -5.55147 -0.001 0.002 0.009
C 3.29810 -5.31690 -5.05087 0.002 0.001 0.007
C 2.75093 -4.52527 -4.04478 0.038 0.006 0.010
C 1.38479 -4.86896 -3.51514 -0.079 0.005 -0.003
C 3.52442 -3.47828 -3.54019 -0.058 -0.051 -0.063
Te 2.72356 -2.17670 -2.09087 0.061 0.138 0.000
N 0.50279 -2.24170 -0.55530 0.135 0.396 0.100
C 0.69194 -2.48418 0.69362 0.133 -0.064 0.146
O 0.54350 -1.45917 1.59959 -0.057 0.206 -0.311
C 1.04179 -3.79491 1.29276 0.019 0.014 -0.030
C 1.18124 -3.94214 2.66982 0.096 0.035 -0.011
C 1.49345 -5.18150 3.20655 0.012 -0.001 0.003
C 1.67183 -6.27547 2.37067 0.005 -0.008 -0.001
C 1.53321 -6.13179 0.99620 -0.001 0.008 0.005
C 1.21633 -4.89546 0.46070 -0.075 -0.056 -0.013
C 3.95809 -2.84728 -0.53548 -0.039 -0.134 -0.047
C 4.37364 -4.17740 -0.57640 0.019 -0.008 0.033
C 5.17692 -4.68184 0.43035 -0.006 0.010 0.004
C 5.56590 -3.85100 1.47118 0.004 -0.016 0.003
C 5.15658 -2.52779 1.49800 -0.045 0.019 0.009
C 4.34154 -1.99287 0.50293 0.031 0.000 -0.026
C 3.92504 -0.55210 0.57406 -0.033 0.004 0.022
C 4.81454 -3.21381 -4.02412 -0.006 -0.045 0.027
C 5.67508 -2.10799 -3.47747 0.032 0.049 0.007
C 5.31309 -4.03480 -5.02408 -0.012 0.020 -0.003
H 4.45991 -6.74742 -6.91826 -0.003 0.000 0.002
H 6.08869 -6.38595 -6.34097 0.003 0.003 0.004
H 5.33363 -5.34633 -7.53989 0.000 0.004 0.000
H 2.70874 -6.13342 -5.45224 -0.006 0.000 -0.005
H 0.78937 -5.36332 -4.28129 0.006 -0.006 -0.002
H 0.82140 -3.99945 -3.16883 0.028 0.004 -0.002
H 1.46336 -5.55870 -2.67079 0.010 -0.003 -0.008
H 1.06696 -3.07583 3.30710 -0.008 0.002 0.002
H 1.60457 -5.29648 4.27686 0.009 0.007 0.000
H 1.91887 -7.24183 2.79045 -0.005 -0.002 0.005
H 1.66688 -6.98705 0.34646 -0.002 -0.003 -0.004
H 1.07877 -4.76773 -0.60486 -0.006 0.024 0.005
H 4.07792 -4.82088 -1.39560 -0.013 0.019 -0.012
H 5.49810 -5.71412 0.39819 0.001 -0.004 0.007
H 6.19980 -4.23134 2.26129 0.001 -0.004 0.002
H 5.47717 -1.88283 2.30678 0.011 0.001 0.001
H 4.56050 -0.00669 1.26954 0.005 0.014 -0.014
H 2.89928 -0.46351 0.93775 0.019 -0.005 0.015
H 3.97481 -0.05241 -0.39455 -0.010 0.001 -0.002
H 5.11300 -1.18962 -3.28732 -0.017 -0.014 -0.028
H 6.46747 -1.85864 -4.18089 0.020 -0.018 0.016
H 6.14059 -2.40847 -2.53552 -0.012 0.005 0.006
H 6.30715 -3.84016 -5.41112 0.005 0.001 -0.005
```
Positions in Å, forces in eV/Å.

Calculated values
E_HOMO (spin up / spin down): -10.40 / -11.14 eV
F_max: 1.38 eV/A
Expectation value of S²: 0.76
Total charge: +1
2S+1: 2
Energy: -2422.31614 a.u.
ΔE to the lowest compared entry with this formula, charge and spin: 14.5 kcal/mol

Atomic partial charges in e from the Mulliken method, atoms 1 to 2: Zr 1.362; O -0.643